C4H8O in the gas phase. Source: the OMol25 dataset; level of theory: wB97M-V/def2-TZVPD.

Computed properties:
LUMO: 0.961 eV
SMILES: C=C[C@H](C)O
orbital gap: 10.731 eV

Structure (ORCA input):
```
! wB97M-V def2-TZVPD RIJCOSX def2/J DEFGRID3
* xyz 0 1
O 0.198 -1.375 -0.383
C -0.540 0.707 0.661
C 1.342 0.533 -0.907
C 0.622 -0.175 0.236
C -1.841 0.401 0.576
H 0.618 0.569 -1.759
H -2.117 -0.534 0.075
H -2.555 1.180 0.840
H 2.272 0.046 -1.228
H -0.108 -1.984 0.287
H 1.644 1.532 -0.648
H 1.327 -0.276 1.064
H -0.169 1.666 1.037
*
```

Formally, the Mulliken partial charges of the atoms, in units of the elementary charge, are as follows: -0.544, -0.217, -1.322, 0.376, -0.720, 0.321, 0.274, 0.272, 0.312, 0.324, 0.406, 0.238, 0.280


A molecular structure, C26H47N5O6S2Si4Sn. Source: the OMol25 dataset; level of theory: wB97M-V/def2-TZVPD.

Computed properties:
LUMO: -1.805 eV
orbital gap: 5.600 eV

Structure (ORCA input):
```
! wB97M-V def2-TZVPD RIJCOSX def2/J DEFGRID3
* xyz 0 1
Sn 1.617 -0.275 0.225
S 3.235 -2.209 -0.613
S 2.897 -5.535 5.527
Si -0.174 0.910 -3.172
Si -3.353 2.393 -1.495
Si -2.583 -1.959 -1.867
Si -2.017 0.389 -1.678
O -1.211 0.287 -0.044
O 3.163 -5.081 6.882
O 1.590 -6.132 5.316
O -3.266 -0.039 0.626
O -0.182 -0.045 2.343
O 4.004 -6.203 4.862
N 2.894 -0.443 2.301
N 4.495 0.079 -1.378
N 3.605 0.756 -0.671
N 1.848 2.209 0.800
N 5.278 -1.865 -2.197
C 4.389 -1.228 -1.420
C -3.534 -2.820 -0.443
C -2.083 0.049 0.879
C 3.712 2.051 -0.658
C -2.081 -1.472 2.839
C 2.827 -3.978 4.570
C -4.713 2.318 -2.842
C -1.599 -0.116 2.314
C -3.648 -2.153 -3.446
C 0.934 2.466 -2.946
C 2.726 4.243 -0.112
C -2.242 3.903 -1.920
C 0.893 2.918 1.377
C 2.881 -1.675 3.075
C 3.759 -1.822 4.143
C -4.181 2.813 0.180
C 1.980 -2.681 2.759
C 2.758 2.847 0.037
C 1.718 4.966 0.483
C 3.733 -2.989 4.887
C -0.942 -2.960 -2.016
C -1.157 1.142 -4.794
C 1.134 -0.440 -3.556
C -2.222 1.022 3.135
C 1.955 -3.844 3.513
C 0.771 4.287 1.253
H -2.093 0.841 4.199
H -0.520 1.141 -5.671
H -1.921 -1.529 3.915
H 4.494 2.533 -1.233
H -5.184 3.287 -2.981
H 1.735 2.489 -3.682
H 1.655 6.035 0.344
H 0.194 2.340 1.962
H -0.576 -2.993 -3.037
H 1.792 -0.137 -4.367
H 3.478 4.720 -0.718
H 4.460 -1.031 4.379
H -5.495 1.613 -2.580
H 1.402 2.460 -1.966
H -4.818 1.997 0.506
H -1.883 0.346 -4.920
H -4.791 3.711 0.120
H -1.758 1.973 2.883
H -4.305 2.017 -3.802
H -3.127 -1.804 -4.332
H -2.883 -3.014 0.405
H -2.792 4.836 -1.835
H -4.570 -1.584 -3.362
H -3.142 -1.587 2.633
H 0.676 -1.376 -3.850
H -3.944 -3.776 -0.763
H 1.763 -0.648 -2.690
H -3.916 -3.191 -3.611
H -3.284 1.080 2.913
H -4.356 -2.206 -0.089
H 2.639 0.337 2.907
H -1.534 -2.283 2.358
H -1.705 2.077 -4.795
H -3.441 2.973 0.960
H 0.386 3.397 -3.038
H 3.852 -0.258 2.002
H 6.031 -1.336 -2.604
H 0.105 -0.410 3.188
H -1.072 -3.989 -1.692
H -0.155 -2.523 -1.396
H -1.878 3.837 -2.939
H 5.305 -2.870 -2.182
H -0.040 4.807 1.739
H 1.314 -2.548 1.907
H 4.394 -3.152 5.721
H -1.375 3.972 -1.268
H 1.274 -4.656 3.310
*
```

Formally, the Mulliken partial charges of the atoms, in units of the elementary charge, are as follows: 0.662, -0.524, 1.257, 1.093, 0.665, 0.821, -0.181, -0.099, -0.683, -0.695, -0.542, -0.256, -0.658, -0.134, -1.591, 1.054, 0.269, -0.397, 0.602, -1.151, 0.061, -0.903, -1.850, -0.131, -1.188, 1.285, -1.261, -0.112, -0.978, -0.948, -0.195, -0.127, -0.636, -1.118, 0.802, 0.652, -0.455, -0.884, -1.060, -1.247, -0.916, -1.636, -1.144, -0.841, 0.448, 0.414, 0.579, 0.305, 0.380, 0.464, 0.446, 0.299, 0.343, 0.458, 0.495, 0.431, 0.333, -0.642, 0.267, 0.250, 0.470, 0.268, 0.313, 0.312, 0.243, 0.468, 0.338, 0.411, 0.341, 0.476, -0.065, 0.441, 0.383, 0.281, 0.343, 0.301, 0.288, 0.247, 0.487, 0.399, 0.240, 0.162, 0.472, 0.141, 0.272, 0.234, 0.506, 0.202, 0.434, 0.090, 0.548


A molecular structure, C54H52FGeN4NiO3P. Source: the OMol25 dataset; level of theory: wB97M-V/def2-TZVPD.

Computed properties:
<S²>: 2.20
LUMO (spin up / spin down): -5.255 / -6.619 eV
orbital gap (spin up / spin down): 6.359 / 5.330 eV

Structure (ORCA input):
```
! wB97M-V def2-TZVPD RIJCOSX def2/J DEFGRID3
* xyz 2 3
Ge -1.336 0.316 -2.545
Ni 0.890 0.147 -1.995
P 1.299 -2.027 -1.966
F -1.692 0.543 4.391
O 4.627 1.147 -1.020
O 2.792 0.281 -1.866
O 0.631 0.147 0.089
N 0.028 2.351 8.599
N 0.701 1.924 -2.019
N 0.300 1.033 6.415
N 3.578 0.907 2.836
C 1.456 4.555 -1.602
C -1.568 -4.893 -1.403
C 2.655 -4.640 -4.770
C -3.234 -3.354 -6.473
C -1.085 1.038 6.871
C -2.416 1.043 0.137
C -3.339 -2.102 -7.055
C 1.286 1.552 8.569
C -0.117 -3.125 0.158
C -3.629 -1.393 0.633
C -2.773 -2.322 -4.356
C -2.344 0.042 -0.822
C 1.964 5.838 -1.640
C -3.710 -0.382 1.574
C 1.913 0.941 4.613
C -2.914 0.168 -4.106
C 2.114 -4.117 -3.612
C 0.280 6.458 -3.237
C -0.992 -4.014 0.756
C 2.273 0.817 3.262
C -2.931 -3.459 -5.123
C 1.262 0.608 2.303
C -0.682 -4.018 -2.006
C 1.371 6.794 -2.451
C -0.236 5.173 -3.203
C 2.916 0.702 0.526
C -0.057 0.507 2.743
C -1.134 1.466 8.343
C -4.462 1.420 -2.519
C -1.712 -4.905 -0.025
C -2.922 -1.058 -4.921
C 4.699 0.793 3.756
C 0.348 4.214 -2.380
C 0.598 0.847 5.060
C -0.107 2.813 -2.364
C 2.782 -2.450 -0.968
C 1.998 -1.946 -4.650
C -2.944 -1.181 -0.548
C 0.065 -3.144 -1.224
C 1.167 0.502 7.448
C 1.791 -2.764 -3.546
C -2.617 3.122 -2.307
C 3.491 0.734 -0.904
C 1.547 0.468 0.873
C 2.540 -2.477 -5.809
C 4.839 -0.654 4.215
C 2.876 -3.820 -5.867
C -1.471 2.395 -2.849
C -0.380 0.632 4.067
C 3.834 0.895 1.516
C -3.096 0.835 1.327
C -3.174 -0.961 -6.291
C -3.908 2.702 -2.258
C -3.990 0.309 -3.167
H 0.746 -0.430 7.848
H 2.872 -3.532 -0.895
H 1.944 -4.756 -2.757
H 5.605 1.097 3.232
H 2.718 -1.843 -6.664
H 4.862 1.044 1.211
H 2.728 -2.019 0.029
H -5.424 1.282 -2.035
H -2.136 -5.584 -2.005
H 5.014 -1.297 3.357
H 2.688 1.151 5.331
H -0.064 2.850 9.492
H -4.546 -0.602 -2.982
H -2.835 -4.436 -4.674
H 2.124 2.228 8.396
H 2.156 0.267 7.063
H 1.761 -0.888 -4.585
H -2.713 1.059 -4.691
H -4.250 -0.531 2.496
H -2.386 -5.609 0.437
H 2.920 -5.685 -4.810
H -1.429 2.520 -3.936
H 1.763 7.799 -2.474
H -3.542 -2.008 -8.110
H -1.062 0.615 9.022
H -1.076 4.919 -3.834
H -1.564 0.055 6.774
H -2.396 4.086 -1.857
H -0.549 -4.030 -3.078
H -2.510 -2.397 -3.307
H 2.829 6.085 -1.043
H -1.650 1.750 6.268
H -0.170 7.191 -3.891
H -3.284 0.011 -6.751
H -2.066 1.991 8.550
H 4.572 1.474 4.598
H 3.652 -2.049 -1.484
H 5.679 -0.762 4.891
H -3.376 -4.248 -7.061
H -2.884 -1.977 -1.277
H -1.932 1.994 -0.044
H 1.906 3.798 -0.978
H 1.417 1.062 9.536
H -3.144 1.618 2.072
H -1.110 -4.021 1.830
H 3.320 -4.233 -6.761
H -4.102 -2.345 0.817
H -4.614 3.395 -1.816
H -0.834 0.336 2.013
H 3.940 -0.997 4.721
H 0.058 3.046 7.841
H 0.437 -2.417 0.758
*
```

These are the Mulliken partial charges, in e, on atoms 1 to 99: -0.259, -0.621, 1.604, -0.404, -0.750, -0.382, 0.259, -0.097, -0.310, 0.212, 0.248, -0.521, -0.850, -0.864, -0.571, -0.765, 0.359, -0.806, -0.820, -0.219, -0.729, 0.352, 1.479, -0.755, -0.908, -0.851, 0.405, -0.127, -0.959, -0.663, -0.212, -1.163, -0.249, -0.631, -0.436, -0.060, -0.332, 0.581, -0.771, -0.190, -0.781, 0.319, -0.873, 0.493, -0.503, 0.582, -1.414, -0.533, -0.443, 0.589, -0.515, 0.463, -0.584, 0.189, 0.875, -0.805, -1.004, -0.584, -0.496, 0.368, -0.133, -0.648, -0.408, -0.921, -0.639, 0.301, 0.546, 0.383, 0.446, 0.462, 0.593, 0.410, 0.414, 0.427, 0.335, 0.618, 0.357, 0.344, 0.471, 0.428, 0.361, 0.201, 0.774, 0.443, 0.433, 0.441, 0.905, 0.413, 0.415, 0.327, 0.407, 0.416, 0.494, 0.750, 0.161, 0.433, 0.522, 0.419, 0.454


no.,electronic energy (eV)
1,-6324.1887
2,-106476.2030
3,-178495.1734